# 1
Formula: C5H5FO4Tb
Source: OMol25
Level of theory: ωB97M-V with the def2-TZVPD basis set

Geometry (Å):
C -1.481 -0.038 0.017
C -0.656 1.233 -0.236
O -1.633 2.166 -0.662
C -2.833 1.793 -0.192
O -2.780 0.542 0.277
O -3.798 2.500 -0.164
O -1.102 -0.863 0.939
F -1.654 -0.719 -1.196
H 0.455 0.948 -0.730
Tb 0.597 -2.219 1.640
H -0.196 1.635 0.674
C 3.026 -1.785 -0.347
C 2.451 -0.869 0.411
H 2.905 -2.812 -0.705
H 4.008 -1.513 -0.753
H 2.689 0.002 1.027

total energy	-1417.90707	hartree
2S+1	8
HOMO-LUMO gap (spin up / spin down)	4.00 / 6.77	eV
total charge	+2

***

# 2
Formula: C5H5IOS
Source: OMol25
Level of theory: ωB97M-V with the def2-TZVPD basis set

Geometry (Å):
C -0.241 -0.774 0.990
C -0.256 -0.383 -1.559
C -1.316 -0.014 1.260
C 0.956 0.051 0.449
C 0.411 0.577 -0.874
O -0.231 -1.981 1.204
S -0.723 -1.389 -2.593
I 1.998 1.663 -2.508
H -2.284 -0.443 1.645
H -1.362 0.981 1.478
H 1.403 0.882 1.178
H 1.720 -0.661 0.187
H -0.075 1.491 -0.858

total energy	-964.45250	hartree
2S+1	1
HOMO-LUMO gap (spin up / spin down)	4.76 / 4.76	eV

***

# 3
Formula: C5H5N
Source: OMol25
Level of theory: ωB97M-V with the def2-TZVPD basis set

Geometry (Å):
C 2.220 0.028 0.052
C 3.423 -0.756 0.129
C 0.800 -0.004 -0.160
C -1.420 0.457 0.148
C -0.477 -0.631 -0.143
N 1.321 1.161 -0.089
H -2.494 0.285 -0.033
H -1.068 1.277 -0.524
H -1.244 0.760 1.108
H -0.534 -1.264 -1.096
H -0.527 -1.314 0.608

total energy	-248.01852	hartree
2S+1	1
HOMO-LUMO gap	8.20	eV

***

# 4
Formula: C5H5N
Source: OMol25
Level of theory: ωB97M-V with the def2-TZVPD basis set

Geometry (Å):
C 0.610 -0.061 1.039
C 0.080 -1.202 0.449
C -0.663 -1.046 -0.695
N -0.471 -0.044 -1.518
C -0.188 1.103 -0.838
C 0.497 1.145 0.332
H 1.118 -0.097 2.006
H 0.134 -2.131 0.929
H -1.404 -1.853 -1.120
H -0.512 2.055 -1.281
H 0.799 2.131 0.698

total energy	-248.23370	hartree
2S+1	1
structure (SMILES)	c1ccncc1
HOMO-LUMO gap	10.05	eV

***

Look up the 2S+1 of the fourth one.
1